A molecular structure, C37H40AuFN7SbSe, computed with wB97M-V/def2-TZVPD.

Last column: Löwdin spin population.
Cartesian coordinates (Å):
Au1 -0.408 -0.150 0.481  0.4276
C1 -1.509 -2.280 -3.892  0.0005
N1 -2.184 -2.815 -2.705  0.0061
C2 -2.796 -4.151 -2.780  0.0017
C3 -2.093 -2.133 -1.541  0.0141
N2 -1.442 -1.016 -1.396  0.1038
N3 -2.824 -2.699 -0.498  0.0027
C4 -2.764 -2.474 0.879  0.0026
N4 -3.660 -3.230 1.562  0.0015
N5 -1.930 -1.660 1.418  0.0184
H1 -1.887 -2.793 -4.770  0.0000
H2 -0.425 -2.427 -3.844  0.0002
H3 -1.719 -1.218 -4.017  0.0000
H4 -2.615 -4.561 -3.764  0.0003
H5 -3.880 -4.117 -2.644  0.0000
H6 -2.356 -4.839 -2.058  0.0001
H7 -0.931 -0.751 -2.226  -0.0014
H8 -3.402 -3.468 -0.764  0.0001
H9 -4.347 -3.805 1.112  0.0001
H10 -3.687 -3.182 2.561  0.0000
H11 -1.988 -1.640 2.430  -0.0005
F1 5.373 2.606 2.357  0.0386
C5 4.499 1.775 1.813  0.1068
C6 3.861 0.852 2.631  -0.0104
C7 2.931 0.010 2.065  0.0922
C8 2.638 0.067 0.679  0.0534
C9 1.703 -0.846 0.093  0.3334
C10 3.316 1.026 -0.108  0.0939
C11 4.249 1.874 0.450  -0.0085
H12 4.114 0.809 3.686  -0.0025
H13 2.417 -0.723 2.681  0.0028
H14 1.591 -1.810 0.610  0.0268
H15 1.731 -0.932 -0.995  0.0197
H16 3.120 1.072 -1.176  0.0026
H17 4.800 2.594 -0.145  -0.0025
C12 -5.915 4.399 0.004  -0.0018
C13 -5.754 3.138 0.562  0.0008
C14 -4.532 2.482 0.462  0.0026
C15 -3.480 3.102 -0.207  0.0619
C16 -3.637 4.363 -0.787  0.0122
C17 -4.861 5.010 -0.672  0.0047
Sb1 -1.574 2.213 -0.448  0.1951
C18 -0.288 3.780 0.183  0.0135
C19 -0.743 4.827 0.984  0.0033
C20 0.141 5.831 1.383  0.0005
C21 1.475 5.788 0.990  0.0023
C22 1.938 4.733 0.208  -0.0004
C23 1.061 3.724 -0.184  0.0011
C24 -1.395 2.405 -2.549  0.0351
C25 -0.581 3.384 -3.122  0.0087
C26 -0.570 3.549 -4.504  0.0014
C27 -1.359 2.738 -5.311  0.0042
C28 -2.183 1.771 -4.741  0.0001
C29 -2.205 1.603 -3.360  0.0053
H18 -6.866 4.911 0.093  -0.0001
H19 -6.580 2.664 1.079  0.0002
H20 -4.409 1.500 0.905  0.0010
H21 -2.824 4.839 -1.327  0.0016
H22 -4.992 5.992 -1.113  0.0007
H23 -1.779 4.873 1.296  0.0003
H24 -0.218 6.653 1.992  0.0000
H25 2.154 6.580 1.292  0.0001
H26 2.978 4.697 -0.103  -0.0002
H27 1.430 2.905 -0.795  0.0004
H28 0.033 4.026 -2.502  0.0007
H29 0.050 4.319 -4.950  0.0002
H30 -1.341 2.866 -6.388  0.0002
H31 -2.818 1.159 -5.376  0.0000
H32 -2.875 0.873 -2.915  0.0003
C30 0.675 1.250 5.935  0.0053
N6 1.184 2.121 4.872  0.0162
C31 0.774 2.150 3.596  0.0345
Se1 -0.616 1.149 2.861  0.2365
N7 1.485 3.079 2.961  0.0081
C32 2.394 3.687 3.830  0.0028
C33 3.335 4.691 3.649  0.0010
C34 4.063 5.063 4.764  0.0025
C35 3.853 4.455 6.012  0.0028
C36 2.913 3.456 6.182  0.0014
C37 2.195 3.084 5.056  0.0033
H33 0.118 0.437 5.490  0.0042
H34 0.023 1.809 6.602  0.0004
H35 1.512 0.852 6.499  0.0001
H36 1.341 3.316 1.987  0.0008
H37 3.494 5.159 2.681  0.0000
H38 4.810 5.842 4.674  0.0001
H39 4.442 4.778 6.861  0.0001
H40 2.748 2.994 7.149  0.0000

Cartesian forces, eV/Å:
-0.82 0.83 0.08
-0.03 -0.14 0.15
-0.01 -0.13 -0.16
0.09 0.27 0.03
-0.08 0.01 0.15
0.16 -0.29 0.10
0.37 0.41 0.18
0.05 -0.03 -0.20
0.14 0.07 -0.11
0.04 -0.17 0.04
-0.02 -0.03 0.00
-0.07 0.00 0.03
-0.06 0.02 0.01
0.05 0.00 -0.13
-0.02 0.05 -0.01
0.06 0.00 0.04
-0.06 -0.05 -0.07
-0.19 -0.21 -0.07
-0.05 -0.02 -0.04
-0.02 0.01 0.17
-0.11 -0.05 -0.03
0.37 0.26 0.18
-0.23 -0.13 -0.15
-0.05 -0.10 0.09
-0.03 -0.09 -0.06
-0.12 0.04 0.08
0.51 -0.44 -0.14
-0.01 -0.05 -0.04
-0.03 0.01 -0.07
-0.03 0.02 -0.14
0.07 0.07 -0.08
-0.11 0.35 -0.13
-0.06 0.06 0.22
0.01 -0.03 0.11
-0.05 -0.08 0.08
0.06 0.06 -0.05
0.01 0.01 -0.01
0.10 0.11 -0.04
-0.03 -0.13 0.13
-0.19 -0.12 0.08
0.01 -0.07 0.04
0.57 0.12 0.07
0.06 0.00 0.07
0.22 0.06 -0.04
-0.06 -0.06 -0.04
-0.06 0.02 -0.05
-0.04 0.02 -0.06
-0.07 0.16 -0.07
-0.02 -0.04 -0.16
-0.13 -0.19 -0.07
-0.01 -0.04 0.02
-0.03 -0.04 0.01
0.02 0.00 0.03
0.12 0.20 -0.06
0.08 -0.05 -0.02
0.05 0.03 -0.02
0.02 0.03 0.00
-0.04 -0.02 0.03
-0.01 -0.06 0.03
0.01 0.01 -0.02
0.04 -0.09 -0.04
-0.11 -0.07 -0.06
-0.11 0.00 0.04
-0.02 0.04 0.06
-0.04 0.01 -0.06
-0.03 -0.07 0.03
-0.02 0.00 0.12
0.08 0.09 0.10
0.04 0.02 -0.04
0.16 0.30 -0.14
0.06 -0.19 0.46
0.30 0.11 0.07
-0.41 -0.36 -0.03
0.25 0.40 -0.24
-0.23 -0.04 -0.46
0.08 0.12 -0.17
0.01 0.00 0.02
0.02 0.02 -0.02
0.08 -0.04 0.24
-0.42 -0.43 0.11
-0.07 -0.12 -0.12
-0.03 0.07 0.02
0.07 -0.02 0.01
0.05 -0.03 0.03
-0.01 -0.14 0.27
-0.06 -0.07 0.02
-0.03 -0.01 -0.04
0.02 0.05 -0.09

The calculation puts the lowest unoccupied orbital energy (spin up / spin down) at -4.0651 / -7.3318 eV. For the electronic energy, the calculation gives -4693.954012 hartree. Its spin multiplicity is 3. The energy above the lowest of the compared OMol25 structures with the same formula, charge and spin is 0.0 kJ/mol. The net charge is +2. The value obtained for the HOMO energy (spin up / spin down) is -12.17 / -12.87 eV. The calculation puts the largest force on an atom at 1.166 eV Å⁻¹.